{
  "formula": "C4H12S",
  "method": "ωB97M-V with the def2-TZVPD basis set",
  "elements": ["C", "C", "S", "H", "H", "H", "H", "H", "H", "C", "C", "H", "H", "H", "H", "H", "H"],
  "positions_angstrom": [[2.285854, -1.012169, 0.039983], [1.382988, -0.332868, 1.102619], [2.394732, 1.062151, 1.843044], [2.798813, -0.260910, -0.542474], [1.913218, -1.518386, -0.860842], [3.186540, -1.598071, 0.542670], [0.497260, 0.007227, 0.682256], [1.179087, -1.003817, 1.922333], [1.429998, 2.049152, 1.684198], [-1.845788, 1.049283, -1.002839], [-2.292407, -0.389484, -0.610903], [-2.763098, 1.602135, -1.387011], [-1.378971, 1.552058, -0.228220], [-1.185701, 0.919621, -1.847146], [-3.206867, -0.226968, 0.213138], [-2.693201, -0.816677, -1.487274], [-1.702454, -1.082275, -0.063533]],
  "atomic_forces_ev_per_a": [[2.2821, -0.4463, 0.3879], [2.7614, -0.7652, 0.0322], [-1.5421, 0.4675, -0.4018], [0.3992, 0.8756, 0.3419], [-0.8786, -0.8244, 1.0319], [-2.0946, 0.8777, -1.0565], [-1.5590, 0.8622, -0.6277], [-0.2469, -0.2274, 0.0937], [0.8584, -0.8142, 0.1869], [-1.7876, -1.8865, -1.6980], [-3.4215, 2.5316, 2.8546], [1.2188, -0.5499, 0.6647], [0.8554, 1.1994, 1.4460], [0.4770, 0.4348, -0.2511], [1.9359, -0.5861, -2.2776], [-0.6125, -0.9137, -0.7670], [1.3547, -0.2350, 0.0398]],
  "e_lumo_ha": 0.03089,
  "homo_ev": -9.061,
  "smiles": "CCS.CC",
  "homo_lumo_gap_ha": 0.3639
}